Entry from the OMol25 dataset: a molecular structure, C23H19HgN3O6 (ωB97M-V with the def2-TZVPD basis set).

```
52
C23H19HgN3O6 (ωB97M-V with the def2-TZVPD basis set)
Hg -0.0646 0.6121 0.4797
O 0.4983 2.5730 1.3277
C 0.5636 3.7160 0.7457
C 1.4165 4.7041 1.3239
C 1.5543 5.9614 0.7981
C 0.8548 6.3418 -0.3561
C 0.0254 5.4129 -0.9376
C -0.1522 4.1156 -0.4263
C -1.0843 3.2855 -1.1625
N -1.4561 2.1012 -0.8887
C -2.4007 1.4472 -1.7688
C -1.9186 0.0375 -2.1224
N -1.6233 -0.6621 -0.8974
C -2.1231 -1.8041 -0.6554
C -2.0212 -2.5158 0.6025
C -2.3739 -3.8726 0.5995
C -2.3790 -4.6395 1.7418
C -2.0495 -4.0139 2.9535
C -1.7244 -2.6832 3.0021
C -1.6768 -1.8598 1.8331
O -1.3815 -0.6225 1.9455
H 1.9601 4.4029 2.2104
H 2.2187 6.6693 1.2824
H 0.9656 7.3323 -0.7770
H -0.5272 5.6794 -1.8338
H -1.5009 3.7743 -2.0573
H -2.5567 2.0232 -2.6919
H -3.3601 1.3649 -1.2468
H -1.0078 0.1257 -2.7165
H -2.6863 -0.4795 -2.7167
H -2.7118 -2.3090 -1.4388
H -2.6496 -4.3228 -0.3502
H -2.6422 -5.6883 1.7096
H -2.0584 -4.5919 3.8720
H -1.4869 -2.1952 3.9403
O 1.8292 -2.5374 3.0676
C 1.7852 -1.4657 2.2459
O 1.5575 -0.3584 2.6526
C 2.0713 -1.8061 0.8154
C 2.7617 -2.9546 0.5167
C 3.1106 -3.1804 -0.8438
C 2.7441 -2.2540 -1.7712
C 2.0147 -1.0927 -1.4055
N 1.6774 -0.8854 -0.0747
C 1.6358 -0.0638 -2.3290
O 1.8251 -0.2975 -3.6764
O 1.1103 0.9982 -2.0224
H 1.5696 -2.2020 3.9374
H 3.0311 -3.6447 1.3000
H 3.6746 -4.0571 -1.1324
H 3.0560 -2.4103 -2.7984
H 2.1054 -1.2082 -3.8052
```

Computed properties:
Strongest force on any atom in eV/Å: 0.19
Orbital gap (alpha / beta) in eV: 5.64 / 7.40
Total charge: -1
Spin multiplicity: 2